Record 1
9
Properties=species:S:1:pos:R:3:lowdin_charge:R:1 method="wB97M-V/def2-TZVPD" orbital_gap_ev="8.22 / 9.57" relative_energy_kj_mol=590.6 e_homo_ev="-8.964 / -9.423"
C -1.77309 0.43367 0.04599 0.0519
N 0.76811 -1.00699 0.35700 0.0975
N 1.62704 -0.55239 -0.39439 0.0077
F 2.43894 0.80127 0.16998 -0.2906
H -2.46091 -0.29396 -0.39915 -0.0144
H -1.86708 0.89408 0.95793 -0.0605
H -1.19826 1.00980 -0.80050 0.0261
H 0.96981 -1.22658 1.30041 0.0760
H 1.49544 -0.05890 -1.23728 0.1062


Record 2
11
Properties=species:S:1:pos:R:3:lowdin_charge:R:1 method="wB97M-V/def2-TZVPD" orbital_gap_ev="8.58 / 7.49" relative_energy_kj_mol=202.7 e_homo_ev="-7.927 / -7.432"
C 0.55764 1.03255 0.27868 -0.4261
N -0.93032 -1.22865 -0.53870 0.0623
N -0.13655 1.14550 1.41717 0.1419
N 1.25039 0.04004 -1.70337 0.0010
N 0.44892 0.08283 -0.62246 -0.1447
F 1.49870 2.00686 0.17981 0.0927
H -1.04172 -1.41150 -1.51709 -0.0069
H -1.02216 0.68752 1.53339 0.0893
H -0.24867 2.18555 1.77537 0.1705
H 1.60575 -0.90406 -1.84009 0.0094
H -0.22968 -1.84941 -0.11302 0.0106


Record 3
11
Properties=species:S:1:pos:R:3:lowdin_charge:R:1 method="wB97M-V/def2-TZVPD" orbital_gap_ev=10.16 relative_energy_kj_mol=205.2 e_homo_ev=-9.937
C -0.14500 1.85402 0.72679 -0.4377
O -0.09215 -1.32512 1.12104 -0.0509
O -0.77507 -1.96432 -1.33953 -0.1427
F 1.99732 -1.12529 -1.23871 -0.4750
Si -0.00495 -0.90212 -0.42947 0.1512
S -0.38307 1.06299 -0.95835 0.6547
H -0.98127 1.57952 1.42476 0.0505
H -0.32130 2.95650 0.62455 0.0293
H 1.00683 1.85290 0.86970 0.0724
H 0.32469 -2.00447 1.53616 0.0265
H -0.62605 -1.98460 -2.33695 0.1219